The following is a quantum chemistry calculation of C2H2IN3 in the gas phase in a non-equilibrium geometry, from the Open Molecules 2025 dataset.

Element x y z (Å)
1 C 0.445286 0.211880 0.015526
2 C 1.464347 -0.819685 -0.221882
3 N 0.627451 2.518041 0.038338
4 N 0.585627 3.638579 -0.270652
5 N 0.721911 1.427398 0.587991
6 I 3.494600 -0.223008 0.046316
7 H -0.486818 0.283991 -0.730285
8 H 0.027975 -0.439075 0.838944

Atomic forces in eV per Å
-2.1 -1.8 -1.4
0.4 0.0 -1.0
-0.2 3.7 -1.0
0.1 -4.3 0.9
0.9 3.0 1.3
-1.2 0.0 0.1
2.2 -0.7 1.1
-0.1 0.2 -0.1

As for the gap between HOMO and LUMO: 8.0 eV. Its spin multiplicity is 1. The relative energy (zero: lowest compared OMol25 entry of this formula, charge and spin) comes out at 127.1 kcal/mol.

The following is a quantum chemistry calculation of C2H2IN3 in the gas phase in a non-equilibrium geometry, from the Open Molecules 2025 dataset.

Element x y z (Å)
1 I 2.435516 0.895498 0.114239
2 C 0.423701 0.352134 0.443975
3 C -0.538413 0.355106 -0.613804
4 N -1.119748 -0.824076 -0.760440
5 N -0.515700 -1.653130 0.188429
6 N 0.360673 -1.091124 0.865367
7 H -0.225072 0.890290 1.138011
8 H -0.820958 1.075302 -1.375776

Atomic forces in eV per Å
-0.5 0.2 0.1
-0.2 -1.3 0.4
-1.6 -2.3 -3.2
0.9 2.4 0.3
0.5 -0.6 0.7
-0.3 0.7 0.0
0.9 0.5 1.2
0.2 0.4 0.6

Its structure (SMILES) is I[C@H]1C=NN=N1. As for the gap between HOMO and LUMO: 9.3 eV. Its spin multiplicity is 1. The relative energy (zero: lowest compared OMol25 entry of this formula, charge and spin) comes out at 52.2 kcal/mol.

The following is a quantum chemistry calculation of 2 unconnected molecules or ions with the total composition C2H2IN3 in a non-equilibrium geometry, from the Open Molecules 2025 dataset.

Element x y z (Å)
1 C -1.426101 0.759066 -0.444252
2 C -1.094925 0.837314 0.703810
3 N 0.423028 -2.414398 0.244786
4 N 0.909396 -1.432951 -0.096701
5 N 1.305954 -0.476365 -0.619469
6 I 2.194446 1.092717 0.032908
7 H -1.647155 0.667804 -1.487502
8 H -0.664640 0.966812 1.666418

Atomic forces in eV per Å
-0.1 0.0 0.0
0.0 0.2 -0.3
1.0 1.7 -0.3
-2.5 -5.3 2.7
0.9 2.0 -3.6
1.1 1.5 1.0
-0.1 0.0 0.3
-0.3 -0.1 0.2

As for the gap between HOMO and LUMO: 8.6 eV. Its spin multiplicity is 1. The relative energy (zero: lowest compared OMol25 entry of this formula, charge and spin) comes out at 111.1 kcal/mol.

Copy entry 3 word for word.
The following is a quantum chemistry calculation of 2 unconnected molecules or ions with the total composition C2H2IN3 in a non-equilibrium geometry, from the Open Molecules 2025 dataset.

Element x y z (Å)
1 C -1.426101 0.759066 -0.444252
2 C -1.094925 0.837314 0.703810
3 N 0.423028 -2.414398 0.244786
4 N 0.909396 -1.432951 -0.096701
5 N 1.305954 -0.476365 -0.619469
6 I 2.194446 1.092717 0.032908
7 H -1.647155 0.667804 -1.487502
8 H -0.664640 0.966812 1.666418

Atomic forces in eV per Å
-0.1 0.0 0.0
0.0 0.2 -0.3
1.0 1.7 -0.3
-2.5 -5.3 2.7
0.9 2.0 -3.6
1.1 1.5 1.0
-0.1 0.0 0.3
-0.3 -0.1 0.2

As for the gap between HOMO and LUMO: 8.6 eV. Its spin multiplicity is 1. The relative energy (zero: lowest compared OMol25 entry of this formula, charge and spin) comes out at 111.1 kcal/mol.